No. 1
C6H4NO3S | ωB97M-V/def2-TZVPD

The structure (SMILES) is [H]/N=C1/C=C(S(=O)(=O)[O-])C#CC1. The HOMO-LUMO gap (alpha / beta) comes out at 7.984 / 6.772 eV. The largest force on an atom comes out at 7.4 eV/Å. The HOMO energy (alpha / beta) comes out at -5.381 / -4.627 eV. As for the LUMO energy (alpha / beta): 2.6 / 2.1 eV. Its total charge is -1.

Last column: Mulliken charge in e.
Atoms and positions in Å:
H: 3.16 0.80 -1.30  0.22
N: 2.40 1.26 -0.71  -0.75
C: 1.46 0.44 -0.32  0.50
C: 0.11 0.96 -0.08  -0.66
C: -1.12 -0.24 0.26  0.07
S: -2.97 0.24 0.17  1.17
O: -3.58 -0.63 1.15  -0.64
O: -3.39 -0.01 -1.23  -0.66
O: -2.96 1.70 0.44  -0.67
C: -0.52 -1.42 0.57  0.31
C: 0.70 -1.69 0.51  -0.59
C: 1.88 -0.97 0.23  -0.26
H: -0.30 1.87 -0.35  0.45
H: 2.49 -0.72 1.11  0.24
H: 2.62 -1.58 -0.43  0.27

***

No. 2
C9H17ClF7N2O2S | ωB97M-V/def2-TZVPD

The HOMO-LUMO gap comes out at 4.662 eV. The largest force on an atom comes out at 10.8 eV/Å. The HOMO energy comes out at -10.834 eV. As for the LUMO energy: -6.2 eV. Its total charge is +1.

Last column: Mulliken charge in e.
Atoms and positions in Å:
O: -4.04 -1.59 -1.80  -0.55
S: -2.55 -1.38 -1.86  1.05
O: -2.29 0.03 -1.41  -0.47
N: -1.79 -2.42 -0.65  -0.36
Cl: -2.03 -4.12 -0.91  0.17
C: -2.02 -1.72 -3.62  0.48
F: -1.31 -2.92 -3.80  -0.22
F: -3.20 -1.83 -4.39  -0.19
C: -1.15 -0.54 -4.29  0.49
F: -1.79 0.72 -4.23  -0.22
F: -1.11 -0.86 -5.68  -0.24
C: 0.37 -0.49 -3.80  0.73
F: 1.14 -1.18 -4.76  -0.22
F: 0.85 0.84 -3.79  -0.20
F: 0.60 -1.13 -2.56  -0.25
H: -2.25 -2.19 0.26  0.49
H: -0.79 -2.15 -0.52  0.46
C: 0.07 2.07 0.11  -1.09
C: 0.29 2.05 1.62  -0.43
N: 0.32 0.71 2.20  0.16
C: 0.26 0.71 3.66  -0.64
C: 1.43 1.34 4.42  -0.99
C: 1.28 -0.22 1.61  -0.16
C: 2.76 0.18 1.64  -1.15
H: -0.84 1.53 -0.16  0.09
H: -0.02 3.10 -0.24  0.47
H: 0.91 1.62 -0.42  0.25
H: -0.54 2.61 2.07  0.45
H: 1.20 2.62 1.85  0.28
H: 0.12 -0.32 4.02  0.34
H: -0.65 1.24 3.96  0.40
H: 2.30 0.69 4.42  0.23
H: 1.15 1.49 5.46  0.40
H: 1.72 2.31 4.02  0.28
H: 1.00 -0.40 0.57  -0.27
H: 1.18 -1.20 2.09  0.47
H: 2.92 1.23 1.37  0.26
H: 3.32 -0.43 0.92  0.41
H: 3.21 0.00 2.61  0.30

***

No. 3
C40H58MnN6O6S2Si | ωB97M-V/def2-TZVPD

The HOMO-LUMO gap (alpha / beta) comes out at 6.879 / 7.662 eV. The largest force on an atom comes out at 1.1 eV/Å. The HOMO energy (alpha / beta) comes out at -10.652 / -10.822 eV. As for the LUMO energy (alpha / beta): -3.8 / -3.2 eV. As for the spin multiplicity: 5. The expectation value of S² is 6.174. Its total charge is +1.

Last column: Mulliken charge in e.
Atoms and positions in Å:
Mn: -0.64 0.23 -0.09  0.86
O: 1.24 -5.99 4.68  -0.48
C: 0.24 -5.48 3.93  0.57
O: -0.74 -6.14 3.70  -0.54
C: 0.42 -4.08 3.41  0.36
C: -0.73 -3.39 3.06  -0.91
C: -0.65 -2.11 2.53  -0.55
C: 0.59 -1.53 2.34  -0.38
C: 1.75 -2.21 2.68  -0.26
C: 1.66 -3.49 3.22  -1.55
N: 0.67 -0.25 1.68  1.82
C: 1.50 0.61 2.06  -1.01
C: 1.73 1.81 1.20  0.34
C: 2.55 2.83 1.63  -0.75
C: 2.74 3.92 0.78  -0.51
C: 2.11 3.91 -0.44  -0.85
C: 1.31 2.83 -0.79  -0.17
N: 1.12 1.79 0.01  0.23
H: 1.90 -5.32 4.87  0.32
H: -1.69 -3.87 3.20  0.70
H: -1.55 -1.56 2.28  0.45
H: 2.72 -1.78 2.46  0.59
H: 2.57 -4.03 3.43  0.32
H: 2.09 0.50 2.97  0.43
H: 3.01 2.78 2.61  0.54
H: 3.36 4.75 1.09  0.47
H: 2.23 4.74 -1.14  0.45
H: 0.78 2.80 -1.74  0.35
C: -2.78 -4.07 -3.71  -1.01
C: -3.29 -4.24 -2.29  -0.52
N: -3.44 -2.96 -1.57  0.26
C: -4.77 -2.33 -1.60  -0.85
C: -4.91 -1.28 -2.69  -0.85
C: -2.39 -2.39 -0.98  0.23
S: -2.69 -0.91 -0.10  -0.27
N: -1.25 -3.09 -1.06  -0.14
C: -0.06 -2.59 -0.89  -0.40
O: 0.26 -1.35 -0.83  -0.69
C: 1.09 -3.54 -0.80  0.91
C: 2.37 -3.04 -0.56  -0.21
C: 3.44 -3.91 -0.44  -0.93
C: 3.24 -5.28 -0.56  -0.50
C: 1.97 -5.78 -0.80  -0.88
C: 0.89 -4.91 -0.92  0.03
H: -2.55 -5.05 -4.14  0.39
H: -1.87 -3.47 -3.71  0.17
H: -3.52 -3.59 -4.36  0.33
H: -2.61 -4.87 -1.72  0.28
H: -4.27 -4.71 -2.28  0.41
H: -4.97 -1.89 -0.63  0.47
H: -5.49 -3.14 -1.74  0.38
H: -4.22 -0.46 -2.52  0.21
H: -5.93 -0.89 -2.70  0.40
H: -4.71 -1.71 -3.68  0.26
H: 2.51 -1.97 -0.48  0.42
H: 4.44 -3.52 -0.26  0.46
H: 4.08 -5.96 -0.46  0.43
H: 1.81 -6.85 -0.89  0.46
H: -0.10 -5.28 -1.10  0.48
C: -2.65 1.03 5.90  -1.42
C: -2.02 0.03 4.94  1.86
C: -0.52 -0.10 5.21  -1.08
C: -2.72 -1.31 5.06  -1.38
O: -2.18 0.44 3.56  0.39
Si: -2.22 1.95 2.93  -1.59
S: -1.77 1.90 0.85  -0.29
O: -1.09 2.84 3.71  0.76
C: -0.86 4.26 3.82  1.71
C: 0.56 4.40 4.35  -1.52
C: -1.00 4.92 2.45  -1.12
C: -1.86 4.84 4.81  -1.65
O: -3.62 2.73 3.08  1.04
C: -5.01 2.48 2.75  1.84
C: -5.77 2.41 4.06  -1.78
C: -5.46 3.66 1.91  -1.76
C: -5.15 1.17 1.98  -1.43
H: -2.62 0.64 6.92  0.58
H: -3.70 1.20 5.64  0.17
H: -2.13 1.98 5.88  0.09
H: -0.35 -0.38 6.25  0.58
H: -0.03 0.86 5.02  -0.15
H: -0.08 -0.87 4.57  0.13
H: -2.55 -1.74 6.05  0.41
H: -2.34 -2.01 4.31  -0.04
H: -3.79 -1.19 4.91  0.33
H: 1.26 3.98 3.63  0.08
H: 0.66 3.87 5.30  0.33
H: 0.81 5.45 4.51  0.44
H: -0.32 4.45 1.74  0.07
H: -0.75 5.98 2.53  0.55
H: -2.02 4.83 2.07  0.05
H: -1.77 4.35 5.78  0.34
H: -2.88 4.71 4.45  0.07
H: -1.68 5.91 4.95  0.55
H: -5.62 3.32 4.65  0.35
H: -5.45 1.56 4.66  0.31
H: -6.84 2.30 3.87  0.46
H: -5.31 4.59 2.46  0.31
H: -6.52 3.57 1.66  0.49
H: -4.88 3.70 0.99  0.31
H: -4.79 0.33 2.57  0.12
H: -4.59 1.21 1.04  0.25
H: -6.21 1.00 1.75  0.60
C: -0.23 1.64 -5.55  -1.00
N: -0.10 0.55 -4.57  0.06
C: 0.59 -0.68 -4.97  -0.70
C: -0.43 0.73 -3.32  0.56
N: -0.75 0.85 -2.21  -0.61
H: 0.75 1.95 -5.90  0.34
H: -0.73 2.48 -5.08  0.34
H: -0.83 1.30 -6.39  0.33
H: 1.60 -0.45 -5.31  0.31
H: 0.04 -1.17 -5.77  0.34
H: 0.65 -1.35 -4.11  0.09

***

No. 4
F2NO8S3Sn | ωB97M-V/def2-TZVPD

The HOMO-LUMO gap comes out at 5.036 eV. The largest force on an atom comes out at 7.4 eV/Å. The HOMO energy comes out at -6.034 eV. As for the LUMO energy: -1.0 eV. Its total charge is -1.

Last column: Mulliken charge in e.
Atoms and positions in Å:
Sn: 0.59 -0.83 -0.97  1.40
S: 1.01 -1.25 -4.34  1.29
O: -0.31 -1.31 -3.67  -0.69
O: 1.93 -1.70 -3.26  -0.70
O: 1.06 -2.16 -5.48  -0.66
O: 1.30 0.14 -4.71  -0.64
N: -0.35 0.20 1.66  -0.18
S: -0.28 -0.10 3.18  0.98
O: -1.49 -0.38 3.92  -0.56
O: 0.79 0.60 3.82  -0.56
F: 0.41 -1.58 3.07  -0.33
S: -1.05 1.72 1.92  1.05
O: -0.29 2.78 2.52  -0.52
O: -2.48 1.72 1.99  -0.55
F: -0.84 2.16 0.36  -0.33

***

No. 5
CH10N6 | ωB97M-V/def2-TZVPD

The structure (SMILES) is [H]/N=N/NC.NNN. The HOMO-LUMO gap comes out at 9.626 eV. The largest force on an atom comes out at 3.4 eV/Å. The HOMO energy comes out at -8.584 eV. As for the LUMO energy: 1.0 eV. Its total charge is 0.

Last column: Mulliken charge in e.
Atoms and positions in Å:
H: 2.00 -1.93 1.32  0.21
N: 1.36 -1.43 0.70  -0.59
N: 1.86 -0.28 0.45  -0.31
N: 1.15 0.46 -0.34  0.27
C: 1.59 1.80 -0.61  -0.81
H: 0.08 0.03 -0.56  0.30
H: 0.87 2.53 -0.24  0.27
H: 1.73 1.96 -1.68  0.27
H: 2.55 1.96 -0.10  0.35
N: -1.80 -0.39 1.17  -0.55
N: -1.25 -1.01 0.00  -0.27
N: -1.87 -0.65 -1.22  -0.51
H: -1.12 0.23 1.60  0.21
H: -2.00 -1.11 1.86  0.25
H: -0.35 -1.53 0.10  0.43
H: -1.98 0.37 -1.23  0.23
H: -2.81 -1.03 -1.22  0.26